1.
Computed, not measured: a 5-piece molecular cluster, C24H38BrF13NO8 overall at a distorted geometry, with wB97M-V/def2-TZVPD.

Atoms and positions in Å:
1 F 6.81 1.13 2.16
2 C 5.93 1.18 3.14
3 F 5.50 2.41 3.19
4 F 6.58 0.86 4.21
5 C 4.79 0.12 2.86
6 F 4.85 -0.79 3.82
7 F 5.10 -0.51 1.74
8 C 3.37 0.71 2.79
9 F 3.32 1.58 1.80
10 F 3.14 1.34 3.93
11 C 2.23 -0.36 2.65
12 F 2.56 -1.36 1.84
13 F 2.08 -0.90 3.84
14 C 0.85 0.17 2.14
15 F 0.88 0.49 0.86
16 F 0.01 -0.87 2.22
17 C 0.22 1.31 2.96
18 F 0.82 2.47 2.73
19 F 0.29 1.09 4.28
20 C -1.25 1.48 2.55
21 C -2.23 0.71 3.46
22 N -3.32 0.07 2.63
23 Br -3.31 -1.82 2.83
24 H -1.38 1.15 1.52
25 H -1.53 2.53 2.58
26 H -2.73 1.37 4.16
27 H -1.74 -0.10 3.99
28 H -4.26 0.39 2.88
29 H -3.17 0.23 1.60
30 O -5.74 -0.81 0.64
31 C -6.62 -1.56 1.01
32 O -6.67 -2.80 0.51
33 C -7.54 -3.82 1.00
34 C -8.91 -3.75 0.35
35 C -7.71 -1.09 1.94
36 H -7.60 -3.80 2.09
37 H -7.07 -4.77 0.74
38 H -9.41 -2.81 0.59
39 H -9.54 -4.57 0.69
40 H -8.82 -3.80 -0.73
41 H -8.49 -0.59 1.36
42 H -7.28 -0.37 2.64
43 H -8.15 -1.88 2.54
44 O 1.82 5.11 -2.43
45 C 2.29 4.00 -2.44
46 O 2.39 3.31 -1.29
47 C 2.74 1.93 -1.22
48 C 4.24 1.72 -1.22
49 C 2.83 3.40 -3.72
50 H 2.24 1.36 -2.01
51 H 2.33 1.57 -0.28
52 H 4.69 2.08 -2.15
53 H 4.48 0.66 -1.11
54 H 4.70 2.28 -0.40
55 H 3.86 3.74 -3.86
56 H 2.23 3.75 -4.55
57 H 2.80 2.31 -3.74
58 O -3.43 0.79 0.15
59 C -3.51 1.16 -1.01
60 O -2.70 0.61 -1.90
61 C -2.81 0.82 -3.32
62 C -2.09 2.07 -3.76
63 C -4.44 2.27 -1.40
64 H -3.86 0.81 -3.63
65 H -2.35 -0.05 -3.78
66 H -2.52 2.97 -3.31
67 H -2.13 2.18 -4.84
68 H -1.04 2.03 -3.45
69 H -3.94 3.22 -1.22
70 H -5.33 2.21 -0.79
71 H -4.76 2.22 -2.44
72 O 5.68 -4.59 -4.43
73 C 5.42 -3.89 -3.49
74 O 5.81 -2.60 -3.50
75 C 5.39 -1.64 -2.53
76 C 6.27 -1.67 -1.29
77 C 4.75 -4.45 -2.25
78 H 4.33 -1.77 -2.28
79 H 5.48 -0.67 -3.01
80 H 6.22 -2.63 -0.78
81 H 5.98 -0.89 -0.59
82 H 7.32 -1.51 -1.57
83 H 5.51 -4.90 -1.61
84 H 4.05 -5.23 -2.56
85 H 4.18 -3.72 -1.69

Output
HOMO-LUMO gap: 7.466 eV
HOMO level: -11.606 eV
net charge: +1
maximum force: 2.0 eV Å⁻¹
energy: -5466.000851 Eh

Mulliken population analysis, charges in e, atoms 1 to 6: F -0.26; C 0.66; F -0.24; F -0.25; C 0.69; F -0.31

2.
Computed, not measured: C24H38ClFN4O4S2 as an isolated structure at a distorted geometry, with wB97M-V/def2-TZVPD.

Atoms and positions in Å:
1 O 3.64 -2.00 2.48
2 S 4.30 -3.02 1.58
3 O 4.68 -2.33 0.30
4 F 3.30 -4.37 1.32
5 C 5.80 -3.71 2.45
6 C 6.26 -3.13 3.83
7 C 7.48 -3.74 4.56
8 C 8.25 -4.93 3.90
9 N 9.39 -5.70 4.36
10 S 9.69 -6.85 3.11
11 N 8.50 -6.58 1.88
12 C 7.78 -5.48 2.50
13 C 6.53 -4.90 1.73
14 Cl 5.98 -5.60 0.14
15 H 5.70 -2.25 4.30
16 H 7.79 -3.34 5.58
17 C -0.08 0.13 1.76
18 C -0.20 -1.36 2.19
19 C 0.66 -2.25 1.27
20 C 0.06 -2.44 -0.12
21 C -1.38 -2.94 -0.02
22 C -2.27 -2.05 0.88
23 N -1.64 -1.76 2.20
24 O -1.75 -2.89 2.96
25 C -2.58 -0.72 0.14
26 C -3.66 -2.73 1.01
27 C 0.43 -1.38 3.61
28 H 0.76 0.63 2.25
29 H 0.09 0.24 0.69
30 H -0.98 0.70 2.03
31 H 0.80 -3.23 1.73
32 H 1.66 -1.82 1.17
33 H 0.11 -1.52 -0.70
34 H 0.66 -3.18 -0.67
35 H -1.80 -2.99 -1.03
36 H -1.37 -3.96 0.36
37 H -3.13 -0.04 0.79
38 H -3.20 -0.90 -0.74
39 H -1.70 -0.21 -0.23
40 H -3.59 -3.74 1.41
41 H -4.15 -2.81 0.04
42 H -4.32 -2.15 1.66
43 H -0.14 -0.76 4.31
44 H 1.45 -0.99 3.59
45 H 0.50 -2.39 4.03
46 C -2.40 6.12 -2.27
47 C -2.85 5.17 -3.41
48 C -4.25 4.60 -3.09
49 C -4.24 3.53 -1.99
50 C -3.23 2.44 -2.31
51 C -1.82 2.98 -2.61
52 N -1.83 4.10 -3.61
53 O -2.03 3.55 -4.84
54 C -1.16 3.46 -1.29
55 C -0.92 1.80 -3.06
56 C -2.99 6.10 -4.64
57 H -2.74 7.15 -2.44
58 H -2.80 5.84 -1.30
59 H -1.31 6.17 -2.20
60 H -4.69 4.15 -3.99
61 H -4.93 5.41 -2.79
62 H -4.03 3.98 -1.02
63 H -5.24 3.09 -1.91
64 H -3.19 1.73 -1.47
65 H -3.60 1.86 -3.17
66 H -0.19 3.93 -1.49
67 H -0.97 2.61 -0.62
68 H -1.77 4.15 -0.72
69 H -1.33 1.27 -3.92
70 H -0.83 1.06 -2.26
71 H 0.09 2.14 -3.31
72 H -2.02 6.54 -4.91
73 H -3.68 6.92 -4.43
74 H -3.39 5.58 -5.52

Output
HOMO-LUMO gap (alpha / beta): 6.324 / 6.967 eV
HOMO level (alpha / beta): -8.746 / -9.389 eV
spin multiplicity: 3
maximum force: 6.5 eV Å⁻¹
energy: -2813.339844 Eh
<S²>: 2.0089

Mulliken population analysis, charges in e, atoms 1 to 6: O -0.54; S 1.30; O -0.54; F -0.24; C 0.20; C -0.33

3.
Computed, not measured: C24H38F12HfO14S2 as an isolated structure at a distorted geometry, with wB97M-V/def2-TZVPD.

Atoms and positions in Å:
1 Hf 11.16 -20.07 -0.43
2 C 13.01 -16.01 -0.89
3 C 12.49 -17.38 -0.70
4 O 13.11 -18.49 -0.75
5 O 11.29 -17.64 -0.49
6 H 12.55 -15.64 -1.81
7 H 14.09 -15.96 -1.00
8 H 12.68 -15.35 -0.09
9 C 12.92 -21.03 -4.44
10 C 12.31 -20.64 -3.11
11 O 11.39 -19.85 -3.00
12 O 12.61 -21.13 -2.01
13 H 12.12 -21.14 -5.17
14 H 13.41 -22.00 -4.42
15 H 13.74 -20.34 -4.67
16 C 11.86 -17.29 -5.05
17 C 11.54 -16.34 -6.16
18 O 11.98 -15.08 -5.66
19 C 12.88 -14.31 -6.33
20 O 13.43 -14.59 -7.41
21 C 13.10 -12.96 -5.66
22 F 12.70 -11.97 -6.45
23 F 12.44 -12.83 -4.50
24 F 14.39 -12.81 -5.44
25 H 12.93 -17.52 -5.01
26 H 11.35 -18.24 -5.17
27 H 11.69 -16.72 -4.14
28 H 10.50 -16.41 -6.47
29 H 12.20 -16.76 -6.92
30 C 20.54 -23.98 -4.58
31 C 19.94 -23.73 -5.97
32 O 18.94 -22.73 -5.94
33 C 17.67 -23.12 -5.59
34 O 17.36 -24.25 -5.04
35 C 16.53 -22.13 -5.88
36 F 15.73 -22.69 -6.73
37 F 15.88 -21.96 -4.72
38 F 16.99 -20.95 -6.35
39 H 20.02 -24.83 -4.13
40 H 20.39 -23.11 -3.95
41 H 21.58 -24.24 -4.75
42 H 19.50 -24.61 -6.43
43 H 20.66 -23.38 -6.71
44 C 12.21 -22.76 -8.55
45 C 11.61 -21.44 -9.03
46 O 11.59 -21.34 -10.40
47 C 12.72 -21.04 -11.15
48 O 13.81 -20.75 -10.64
49 C 12.54 -21.08 -12.64
50 F 12.49 -19.79 -13.13
51 F 13.52 -21.74 -13.26
52 F 11.40 -21.65 -12.94
53 H 11.64 -23.62 -8.90
54 H 12.33 -22.80 -7.47
55 H 13.26 -22.82 -8.85
56 H 12.24 -20.65 -8.61
57 H 10.61 -21.40 -8.61
58 C 7.78 -24.63 -4.14
59 C 8.99 -23.69 -4.56
60 O 8.49 -22.42 -4.74
61 C 8.98 -21.59 -5.61
62 O 9.98 -21.86 -6.39
63 C 8.19 -20.22 -5.77
64 F 6.90 -20.32 -5.31
65 F 8.81 -19.26 -5.08
66 F 8.10 -19.91 -7.05
67 H 6.95 -24.39 -4.80
68 H 7.47 -24.41 -3.12
69 H 8.10 -25.64 -4.40
70 H 9.34 -24.13 -5.49
71 H 9.76 -23.76 -3.80
72 C 15.51 -19.66 1.43
73 S 14.46 -21.26 1.46
74 O 13.13 -20.94 0.69
75 C 14.08 -21.04 3.26
76 H 15.98 -19.46 0.47
77 H 16.23 -19.72 2.25
78 H 14.79 -18.86 1.61
79 H 15.06 -20.94 3.72
80 H 13.43 -21.84 3.63
81 H 13.48 -20.14 3.34
82 C 6.98 -18.04 -0.36
83 S 7.80 -18.68 -1.86
84 O 9.18 -19.18 -1.43
85 C 6.75 -20.15 -1.95
86 H 6.92 -18.72 0.50
87 H 6.04 -17.60 -0.66
88 H 7.63 -17.28 0.08
89 H 7.11 -20.76 -2.78
90 H 5.71 -19.82 -2.03
91 H 6.78 -20.72 -1.02

Output
HOMO-LUMO gap: 4.940 eV
HOMO level: -13.879 eV
net charge: +2
maximum force: 9.6 eV Å⁻¹
energy: -4032.828394 Eh

Mulliken population analysis, charges in e, atoms 1 to 6: Hf 1.70; C -1.04; C 1.38; O -0.46; O -0.72; H 0.23

4.
Computed, not measured: C24H38FI2N6O4PW as an isolated structure at a distorted geometry, with wB97M-V/def2-TZVPD.

Atoms and positions in Å:
1 W -1.84 -1.45 0.64
2 F 4.20 1.61 1.81
3 C 3.26 2.04 0.97
4 C 2.15 1.28 0.84
5 C 1.09 1.67 -0.01
6 C -0.05 0.86 -0.23
7 O -0.19 -0.26 0.47
8 C -0.98 1.29 -1.19
9 C -0.82 2.53 -1.78
10 N 0.21 3.32 -1.53
11 C 0.28 4.61 -2.23
12 C -0.94 5.47 -2.28
13 C 0.21 5.87 -1.42
14 C 1.23 2.90 -0.68
15 C 2.38 3.67 -0.54
16 C 3.46 3.28 0.26
17 N 4.61 4.00 0.34
18 C 4.79 5.25 -0.39
19 C 5.39 6.34 0.50
20 N 6.68 5.86 1.15
21 C 7.01 4.45 0.77
22 C 5.83 3.54 1.04
23 C -2.11 0.46 -1.62
24 O -3.03 0.72 -2.30
25 O -1.96 -0.85 -1.12
26 H 2.09 0.35 1.40
27 H -1.55 2.89 -2.50
28 H 0.92 4.56 -3.10
29 H -1.83 5.12 -1.78
30 H -1.12 6.00 -3.21
31 H 0.08 5.78 -0.35
32 H 0.83 6.70 -1.74
33 H 2.43 4.59 -1.10
34 H 3.85 5.64 -0.74
35 H 5.41 5.09 -1.27
36 H 4.71 6.62 1.30
37 H 5.62 7.22 -0.10
38 H 6.59 5.93 2.16
39 H 7.45 6.48 0.89
40 H 7.86 4.13 1.38
41 H 7.32 4.45 -0.27
42 H 5.65 3.47 2.12
43 H 6.13 2.55 0.70
44 I -0.39 -2.44 2.62
45 C -1.68 -0.54 2.57
46 I -4.34 -0.78 1.05
47 H -0.79 0.05 2.78
48 H -2.42 -0.52 3.36
49 C -3.64 -4.77 2.78
50 N -4.08 -4.79 1.37
51 C -5.54 -4.90 1.16
52 P -3.03 -4.67 0.16
53 O -2.34 -3.16 0.18
54 N -1.77 -5.66 0.41
55 C -1.91 -6.98 1.04
56 C -0.57 -5.54 -0.43
57 N -3.74 -4.71 -1.29
58 C -3.82 -3.65 -2.30
59 C -4.11 -6.05 -1.78
60 H -3.40 -3.75 3.09
61 H -2.78 -5.41 2.95
62 H -4.46 -5.13 3.39
63 H -6.04 -4.18 1.80
64 H -5.87 -5.91 1.43
65 H -5.80 -4.70 0.13
66 H -2.87 -7.08 1.53
67 H -1.11 -7.12 1.77
68 H -1.82 -7.76 0.28
69 H -0.51 -4.56 -0.90
70 H -0.59 -6.30 -1.22
71 H 0.31 -5.70 0.18
72 H -3.59 -2.68 -1.87
73 H -4.83 -3.63 -2.70
74 H -3.13 -3.86 -3.11
75 H -4.04 -6.80 -0.99
76 H -3.46 -6.35 -2.60
77 H -5.15 -6.03 -2.13

Output
HOMO-LUMO gap: 5.564 eV
HOMO level: -18.055 eV
net charge: +4
maximum force: 2.2 eV Å⁻¹
energy: -2669.226694 Eh

Mulliken population analysis, charges in e, atoms 1 to 6: W 0.35; F -0.32; C 0.16; C -0.90; C 0.91; C 1.72

5.
Computed, not measured: C24H38HgNO23S4 as an isolated structure at a distorted geometry, with wB97M-V/def2-TZVPD.

Atoms and positions in Å:
1 Hg 0.07 -6.80 1.98
2 C 0.41 -0.27 1.72
3 C -0.44 -1.00 0.76
4 O -0.39 -2.35 0.89
5 H 1.43 -0.65 1.76
6 H 0.06 -0.22 2.75
7 H 0.45 0.78 1.45
8 H -0.17 -0.70 -0.26
9 H -1.44 -0.57 0.87
10 C -8.37 1.60 -2.00
11 C -7.05 1.35 -1.26
12 O -7.06 2.19 -0.06
13 S -8.64 2.20 0.45
14 O -9.00 3.51 1.05
15 O -8.91 0.99 1.28
16 O -9.21 2.11 -1.06
17 H -8.88 0.75 -2.44
18 H -8.13 2.39 -2.71
19 H -6.23 1.63 -1.91
20 H -7.06 0.32 -0.91
21 C 2.06 -2.76 -5.75
22 C 1.29 -1.61 -6.43
23 O 0.33 -2.29 -7.24
24 S 1.00 -3.58 -8.03
25 O 1.95 -3.04 -9.00
26 O -0.03 -4.55 -8.40
27 O 1.77 -3.95 -6.55
28 H 1.93 -2.90 -4.68
29 H 3.11 -2.77 -6.03
30 H 1.92 -0.97 -7.03
31 H 0.69 -0.95 -5.81
32 C -4.68 -5.19 -4.48
33 C -3.44 -5.86 -3.87
34 O -3.97 -6.92 -3.05
35 S -5.58 -6.63 -2.66
36 O -5.80 -5.42 -1.82
37 O -6.40 -7.86 -2.63
38 O -5.72 -6.05 -4.21
39 H -4.49 -4.91 -5.52
40 H -4.80 -4.27 -3.91
41 H -2.91 -5.09 -3.30
42 H -2.81 -6.33 -4.62
43 C 3.01 5.77 6.56
44 C 2.09 4.64 6.97
45 O 2.89 3.47 6.96
46 S 4.25 3.69 5.96
47 O 3.99 3.59 4.54
48 O 5.42 2.95 6.41
49 O 4.31 5.24 6.34
50 H 3.09 6.58 7.28
51 H 2.66 6.20 5.62
52 H 1.28 4.60 6.24
53 H 1.64 4.84 7.94
54 C 3.78 3.98 -4.10
55 C 3.44 4.41 -2.82
56 C 3.00 5.73 -2.66
57 C 3.08 6.62 -3.69
58 C 3.60 6.18 -4.95
59 C 3.99 4.87 -5.16
60 N 2.66 8.04 -3.48
61 O 2.33 8.48 -2.36
62 O 2.72 8.81 -4.41
63 H 4.11 2.96 -4.27
64 H 3.35 3.67 -2.04
65 H 2.51 6.01 -1.74
66 H 3.63 6.89 -5.76
67 H 4.38 4.61 -6.14
68 O 5.18 -5.45 1.69
69 C 6.10 -4.76 1.35
70 O 5.90 -3.86 0.39
71 C 7.04 -2.99 0.23
72 C 8.15 -3.51 1.24
73 C 7.47 -4.69 1.94
74 H 6.77 -2.03 0.66
75 H 7.37 -2.87 -0.81
76 H 8.45 -2.73 1.94
77 H 9.07 -3.75 0.69
78 H 7.36 -4.54 3.01
79 H 7.96 -5.66 1.82
80 O -3.00 1.34 8.88
81 C -3.53 0.79 7.92
82 O -4.00 1.55 6.99
83 C -4.02 0.80 5.78
84 C -4.10 -0.70 6.21
85 C -3.37 -0.65 7.52
86 H -3.09 0.89 5.23
87 H -4.91 1.10 5.23
88 H -3.71 -1.35 5.44
89 H -5.12 -0.95 6.49
90 H -2.30 -0.74 7.33
91 H -3.69 -1.41 8.23

Output
HOMO-LUMO gap: 1.613 eV
HOMO level: -11.770 eV
net charge: +1
maximum force: 5.0 eV Å⁻¹
energy: -4467.908287 Eh

Mulliken population analysis, charges in e, atoms 1 to 6: Hg 0.45; C -0.98; C 0.04; O -0.15; H 0.33; H 0.29

6.
Computed, not measured: one molecule with the formula C24H38N2S at a distorted geometry, with wB97M-V/def2-TZVPD.

Atoms and positions in Å:
1 C 4.60 -1.97 0.57
2 C 4.20 -0.51 0.23
3 C 3.44 0.09 1.45
4 C 3.39 1.64 1.34
5 C 1.98 2.17 0.90
6 C 2.05 2.85 -0.48
7 C 0.67 3.06 -1.12
8 C -0.05 1.75 -1.52
9 C 0.27 1.30 -2.98
10 C 1.51 0.38 -3.08
11 C 1.17 -1.13 -2.99
12 C 0.16 -1.48 -1.86
13 C -0.25 -2.98 -2.01
14 C -0.43 -3.60 -0.60
15 C -1.94 -3.62 -0.21
16 C -2.22 -3.09 1.21
17 C -2.84 -1.69 1.26
18 C -3.78 -1.26 0.29
19 N -4.38 -0.09 0.26
20 C -3.98 0.69 1.30
21 C -4.57 1.97 1.43
22 C -4.26 2.82 2.41
23 S -4.96 4.47 2.55
24 C -3.32 2.42 3.41
25 C -2.78 1.20 3.33
26 C -3.07 0.31 2.28
27 N -2.47 -0.92 2.25
28 H 5.15 -1.94 1.51
29 H 5.23 -2.35 -0.24
30 H 3.68 -2.56 0.69
31 H 5.08 0.10 0.02
32 H 3.48 -0.50 -0.61
33 H 2.43 -0.33 1.44
34 H 3.96 -0.20 2.38
35 H 4.10 1.95 0.58
36 H 3.69 2.12 2.28
37 H 1.29 1.33 0.94
38 H 1.69 2.91 1.66
39 H 2.51 3.84 -0.36
40 H 2.69 2.25 -1.14
41 H 0.01 3.61 -0.43
42 H 0.80 3.69 -2.01
43 H 0.26 0.99 -0.80
44 H -1.14 1.84 -1.44
45 H -0.61 0.75 -3.34
46 H 0.47 2.18 -3.60
47 H 1.97 0.54 -4.06
48 H 2.25 0.59 -2.31
49 H 2.06 -1.74 -2.78
50 H 0.74 -1.52 -3.92
51 H -0.74 -0.87 -1.90
52 H 0.68 -1.29 -0.91
53 H -1.16 -3.00 -2.61
54 H 0.53 -3.54 -2.55
55 H 0.09 -3.01 0.16
56 H -0.02 -4.62 -0.56
57 H -2.24 -4.68 -0.22
58 H -2.53 -3.14 -1.00
59 H -2.83 -3.75 1.83
60 H -1.26 -2.98 1.72
61 H -4.06 -1.97 -0.49
62 H -5.31 2.28 0.69
63 H -5.95 4.27 3.45
64 H -3.05 3.06 4.24
65 H -2.08 0.88 4.10

Output
SMILES: CCCCCCCCCCCCCCCCc1cnc2cc(S)ccc2n1
HOMO-LUMO gap: 9.002 eV
HOMO level: -9.221 eV
maximum force: 1.9 eV Å⁻¹
energy: -1444.970916 Eh

natural (NBO) population analysis, charges in e, atoms 1 to 6: C -0.61; C -0.39; C -0.39; C -0.40; C -0.40; C -0.40